[1]
{"formula": "C7H14", "method": "wB97M-V/def2-TZVPD", "symbols": ["C", "C", "C", "C", "C", "C", "C", "H", "H", "H", "H", "H", "H", "H", "H", "H", "H", "H", "H", "H", "H"], "positions_angstrom": [[1.646, 0.227, -0.898], [-1.772, -0.473, 0.532], [-0.634, 0.583, 0.381], [0.669, -1.013, -1.073], [-1.000, 1.624, -0.689], [0.656, -0.167, 0.142], [1.267, -0.808, 1.372], [1.441, 1.067, -1.571], [0.548, -1.449, 1.891], [-0.508, 1.141, 1.333], [0.986, -2.052, -0.995], [1.594, -0.030, 2.067], [-1.984, 2.050, -0.460], [-1.069, 1.173, -1.685], [2.719, 0.181, -0.648], [-0.099, -0.882, -1.849], [-2.019, -1.141, -0.325], [2.140, -1.427, 1.128], [-0.295, 2.463, -0.751], [-1.600, -1.149, 1.382], [-2.685, 0.083, 0.718]], "forces_ev_per_a": [[-0.09, -0.37, -0.58], [-0.27, 0.20, 0.26], [-0.36, -0.07, 0.08], [1.11, 0.42, -0.81], [-0.08, -0.10, -0.02], [-0.15, -0.15, 0.05], [-0.03, 0.03, 0.19], [-0.14, -0.38, 0.34], [0.06, 0.08, -0.03], [-0.33, -0.36, -0.27], [0.34, 0.31, 0.01], [0.00, -0.06, 0.04], [0.12, -0.07, -0.03], [0.01, 0.03, 0.10], [-0.68, -0.52, -0.21], [0.35, 0.14, 0.52], [0.73, 0.74, 0.19], [-0.19, 0.17, -0.08], [-0.03, -0.28, 0.13], [-0.01, 0.30, -0.14], [-0.34, -0.04, 0.27]], "charge": 0, "mol_weight_da": 98.19, "de_lowest_kcal_mol": 25.22, "homo_energy_ev": -9.88, "gap_ev": 11.0, "e_lumo_ev": 1.13}


[2]
{"formula": "C7H14", "method": "wB97M-V/def2-TZVPD", "symbols": ["C", "C", "C", "C", "C", "C", "C", "H", "H", "H", "H", "H", "H", "H", "H", "H", "H", "H", "H", "H", "H"], "positions_angstrom": [[1.220, 2.023, -1.437], [-0.106, 0.825, 1.164], [-0.650, -0.152, 2.161], [0.984, 0.413, 0.452], [1.790, 0.924, -0.541], [1.331, -0.929, 0.103], [-1.846, -1.028, 1.607], [-0.274, 1.884, 1.320], [-1.645, -2.092, 1.460], [2.849, 0.715, -0.532], [0.750, -1.472, -0.633], [-2.337, -2.592, -4.233], [-0.917, 0.183, 3.157], [-2.055, -1.902, -4.293], [0.106, -0.931, 2.276], [0.380, 2.459, -0.908], [-2.030, -0.724, 0.568], [1.943, 2.814, -1.648], [-2.759, -0.831, 2.170], [2.361, -1.257, 0.209], [0.907, 1.670, -2.422]], "forces_ev_per_a": [[0.42, -0.65, -0.26], [1.95, -0.13, 0.82], [-0.96, -2.23, -1.05], [-2.48, 0.88, 2.83], [0.24, 0.15, -1.08], [1.21, 0.40, -2.19], [-0.07, 1.05, -0.81], [-0.22, 0.07, -0.32], [0.13, 0.00, 0.78], [0.08, 0.27, 0.14], [-0.30, -0.18, 0.38], [0.09, 0.23, -0.02], [0.11, 0.65, -0.08], [-0.09, -0.23, 0.02], [0.50, 0.23, 0.32], [-0.19, 0.08, -0.18], [-0.20, 0.25, 0.21], [0.19, -0.17, 0.25], [-0.05, -0.39, -0.05], [-0.16, -0.17, 0.20], [-0.19, -0.11, 0.09]], "charge": 0, "mol_weight_da": 98.19, "de_lowest_kcal_mol": 118.34, "homo_energy_ev": -7.44, "gap_ev": 8.2, "e_lumo_ev": 0.72}


[3]
{"formula": "C7H14", "method": "wB97M-V/def2-TZVPD", "symbols": ["C", "C", "C", "C", "C", "C", "C", "H", "H", "H", "H", "H", "H", "H", "H", "H", "H", "H", "H", "H", "H"], "positions_angstrom": [[0.442, 1.680, 0.407], [-2.142, -1.109, 0.601], [0.025, 0.415, -0.070], [-1.108, 0.436, -1.205], [0.781, -0.773, -0.037], [-1.605, 0.212, 0.117], [2.019, -0.804, 0.779], [-1.996, 1.078, 0.642], [-1.202, 1.409, -1.672], [-1.036, -0.409, -1.883], [2.023, 0.577, -1.914], [1.810, -0.378, 1.779], [1.976, 1.291, -1.684], [-1.768, -1.943, 0.004], [-3.236, -1.087, 0.522], [0.480, -1.637, -0.620], [2.423, -1.815, 0.893], [-1.877, -1.284, 1.647], [-0.275, 2.482, 0.550], [1.447, 1.828, 0.781], [2.820, -0.167, 0.364]], "forces_ev_per_a": [[0.40, 0.58, 0.40], [-0.09, 0.06, -0.08], [-2.03, -0.06, -0.66], [0.68, 0.21, -0.36], [0.75, -0.63, 0.12], [0.22, -0.01, 0.74], [0.16, 0.00, 0.22], [-0.02, -0.12, -0.07], [-0.11, -0.12, 0.00], [-0.03, 0.12, 0.06], [0.04, 0.23, 0.00], [0.09, -0.18, -0.19], [0.06, -0.19, -0.15], [-0.06, 0.09, 0.07], [0.14, -0.08, 0.02], [0.04, 0.15, 0.11], [-0.07, 0.17, 0.00], [-0.03, 0.02, -0.12], [0.13, -0.12, -0.09], [-0.13, 0.02, -0.05], [-0.13, -0.13, 0.02]], "charge": 0, "mol_weight_da": 98.19, "de_lowest_kcal_mol": 119.14, "homo_energy_ev": [-6.85, -6.63], "gap_ev": [7.6, 7.2], "e_lumo_ev": [0.75, 0.53]}